The following is a quantum chemistry calculation of a structure of composition C19H15Cl2IrN2O4, from the Open Molecules 2025 dataset.

Properties
max |F| = 0.21 eV/Å
HOMO energy (spin up / spin down) = -11.34 / -11.66 eV
energy relative to the best compared isomer or geometry (same formula, charge and spin) = 0.0 kcal/mol
E_tot = -2167.96943 Eh
spin multiplicity = 2
E_LUMO (spin up / spin down) = -3.99 / -5.36 eV
HOMO-LUMO gap (spin up / spin down) = 7.34 / 6.29 eV
charge = +1
⟨S²⟩ = 0.769

CARTESIAN COORDINATES (ANGSTROEM)
1 Ir -1.3598 -0.4658 -0.2589
2 C -2.3675 -1.8607 3.5853
3 C -1.6076 -1.2732 2.4468
4 O -2.2768 -0.7722 1.5066
5 C -0.1718 -1.2231 2.5387
6 C 0.6145 -0.3550 1.8341
7 C 1.9895 0.0348 2.2613
8 N 0.1001 0.2720 0.7268
9 N 0.4898 1.5086 0.4340
10 C -0.4860 2.1355 -0.2445
11 O -1.5925 1.5319 -0.4801
12 C -0.3087 3.5298 -0.6418
13 C -1.3268 4.1706 -1.3480
14 C -1.1692 5.4912 -1.7276
15 C -0.0009 6.1707 -1.4057
16 C 1.0149 5.5329 -0.7046
17 C 0.8650 4.2133 -0.3197
18 H -3.4126 -1.9848 3.3183
19 H -2.2903 -1.1989 4.4511
20 H -1.9287 -2.8184 3.8663
21 H 0.2713 -1.7227 3.3880
22 H 2.3156 -0.5854 3.0912
23 H 1.9934 1.0810 2.5676
24 H 2.6876 -0.0594 1.4293
25 H -2.2294 3.6290 -1.5936
26 H -1.9553 5.9929 -2.2748
27 H 0.1189 7.2039 -1.7036
28 H 1.9216 6.0677 -0.4572
29 H 1.6472 3.7074 0.2286
30 Cl 2.7871 -5.6065 -3.1111
31 C 1.6345 -4.6243 -2.2863
32 C 0.9573 -5.1518 -1.1750
33 C 0.0311 -4.4001 -0.4998
34 Cl -0.7901 -5.0623 0.8630
35 C -0.2662 -3.0727 -0.8856
36 O -1.1819 -2.4275 -0.2108
37 C 0.4335 -2.5523 -2.0060
38 C 0.2105 -1.2535 -2.5378
39 O -0.4844 -0.3236 -2.0646
40 C 1.3733 -3.3525 -2.7015
41 H 1.1674 -6.1612 -0.8479
42 H 0.6966 -1.0204 -3.4877
43 H 1.8860 -2.9448 -3.5629

The following is a quantum chemistry calculation of a structure of composition C4H10N4, from the Open Molecules 2025 dataset.

Properties
max |F| = 7.61 eV/Å
HOMO energy = -8.69 eV
energy relative to the best compared isomer or geometry (same formula, charge and spin) = 124.2 kcal/mol
E_tot = -377.24895 Eh
spin multiplicity = 1
E_LUMO = 0.69 eV
HOMO-LUMO gap = 9.38 eV
charge = 0

CARTESIAN COORDINATES (ANGSTROEM)
1 C -2.2718 -1.2709 0.1902
2 C -1.4641 -0.0006 0.0169
3 C 1.2145 0.5521 -0.1841
4 C 1.0849 2.0983 0.1040
5 H -3.2738 -1.0139 0.3898
6 H -2.2768 -1.7708 -0.8274
7 H -2.1159 -1.9281 1.1321
8 H -2.8247 1.1399 -0.1253
9 H 0.4206 -1.1204 -0.4553
10 H 0.8208 2.0904 1.2071
11 H 2.1271 2.4099 0.1400
12 H 0.4672 2.4199 -0.6757
13 H 2.1266 -1.5256 -0.8764
14 H 3.4157 -1.5460 0.0369
15 N -1.8469 1.3168 -0.0404
16 N -0.0664 -0.1928 -0.3541
17 N 2.3384 -0.0813 0.2339
18 N 2.1244 -1.5769 0.0878